No. 1
Formula: C4H5NO2
Source: OMol25
Level of theory: wB97M-V/def2-TZVPD

Values from the calculation:
**E_HOMO**: -9.7 eV
**SMILES**: O=CC(=O)N1CC1
**DFT total energy**: -9812.076 eV
**LUMO level**: 0.057 eV

```
12
Properties=species:S:1:pos:R:3:forces:R:3
O -2.3033 1.0032 0.0275 0.3 0.0 -0.6
C -1.5500 1.1125 -0.9071 -0.4 0.0 0.3
C -0.0251 1.0885 -0.7123 0.4 0.1 0.1
O 0.6984 1.8572 -1.3084 -0.3 -0.3 0.3
N 0.2850 0.2310 0.3055 -0.1 0.2 0.0
C 1.3996 -0.5159 0.7923 0.3 0.0 0.0
C 0.1504 -1.1965 0.3125 -0.2 -0.3 0.0
H -1.9056 1.2948 -1.9352 0.1 0.1 0.0
H 1.5394 -0.4173 1.8674 0.1 0.0 -0.2
H 2.3139 -0.6101 0.2122 -0.2 0.1 -0.1
H 0.2298 -1.6984 -0.6527 -0.1 0.1 0.2
H -0.5757 -1.6154 1.0010 0.2 0.0 0.0
```
Forces are in eV/Å.

Löwdin atomic charge list, values in e, 5 entries: O 0.086; C -0.151; C -0.420; O 0.100; N -0.038


No. 2
Formula: C4H8ClFeO12S2Ti
Source: OMol25
Level of theory: wB97M-V/def2-TZVPD

Values from the calculation:
**E_HOMO (alpha / beta)**: -14.9 / -14.9 eV
**Net charge**: +2
**2S+1**: 8
**DFT total energy**: -120511.552 eV
**LUMO level (alpha / beta)**: -9.691 / -9.627 eV

```
29
Properties=species:S:1:pos:R:3:forces:R:3
Fe 1.1834 5.1293 4.8361 -0.4 -0.3 -0.5
Ti 1.6880 -0.1655 4.1335 -0.7 0.8 -3.2
Cl 0.0855 2.1794 2.8087 -0.8 1.6 -2.6
O 1.4709 1.7375 2.6229 0.9 -1.5 1.3
O -0.6222 1.1474 3.5117 0.8 -1.0 1.9
O 0.1727 3.4518 3.5197 -0.1 0.0 1.0
O -0.5562 2.3875 1.5692 0.6 0.1 0.4
C -1.2891 0.9219 -1.1867 0.7 0.9 0.1
C -2.6500 1.0226 -0.5651 -0.1 -0.9 -0.3
O -3.4849 1.4153 -1.6597 0.4 0.0 -0.8
S -2.9240 0.7081 -3.0314 0.0 0.4 -0.6
O -2.5901 1.7064 -4.0064 -0.5 -0.8 1.1
O -3.7664 -0.3996 -3.3619 1.0 0.7 0.5
O -1.4974 0.1925 -2.3790 -1.1 -0.7 -0.5
H -0.5840 0.4214 -0.5222 0.0 -0.2 -0.3
H -0.8886 1.8887 -1.5249 0.0 0.0 0.6
H -2.7038 1.6866 0.2909 -0.3 0.3 -0.3
H -2.9664 0.0068 -0.2989 0.0 0.1 0.4
C 1.8789 -3.4751 -0.5962 1.2 0.2 -1.0
C 1.4593 -2.2492 -1.4223 -1.6 -1.0 -0.2
O 1.4492 -1.1569 -0.4959 0.5 0.9 1.5
S 2.5765 -1.3286 0.5996 0.1 -2.2 -1.6
O 2.0812 -1.0159 1.9353 -0.6 0.4 1.3
O 3.7576 -0.6869 0.1797 0.1 0.0 0.5
O 2.6704 -2.9489 0.5107 -0.5 1.8 0.7
H 2.6158 -4.0671 -1.1342 -0.3 -0.2 -0.2
H 1.0318 -4.0945 -0.3177 0.1 0.2 0.7
H 0.3991 -2.3379 -1.6679 0.2 -0.1 -0.3
H 2.0028 -2.0771 -2.3478 0.5 0.4 0.4
```
Forces are in eV/Å.

Löwdin atomic charge list, values in e, 5 entries: Fe 1.051; Ti 1.541; Cl 0.687; O -0.399; O -0.314


No. 3
Formula: CHF3N3
Source: OMol25
Level of theory: wB97M-V/def2-TZVPD

Values from the calculation:
**E_HOMO**: -16.9 eV
**Net charge**: +1
**DFT total energy**: -13658.476 eV
**LUMO level**: -6.885 eV

```
8
Properties=species:S:1:pos:R:3:forces:R:3
C -1.5661 0.3458 0.2510 2.9 -2.0 1.1
N -1.1332 1.4584 -0.1241 -0.3 1.8 -1.2
N -0.3396 0.7556 0.7933 -1.4 -0.7 0.3
N 1.1624 -0.2023 -0.1326 -1.4 -0.7 1.2
F -2.2112 -0.7242 0.1594 -0.7 0.7 0.0
F 1.1681 -1.4942 0.2249 -0.1 -0.5 0.7
F 0.8383 -0.2766 -1.4325 1.2 1.1 -0.2
H 2.0813 0.1375 0.2605 -0.2 0.3 -1.9
```
Forces are in eV/Å.

Löwdin atomic charge list, values in e, 5 entries: C -0.303; N 0.306; N 0.281; N -0.012; F 0.325


No. 4
Formula: C14H16
Source: OMol25
Level of theory: wB97M-V/def2-TZVPD

Values from the calculation:
**E_HOMO (alpha / beta)**: 0.7 / -3.5 eV
**Net charge**: -1
**2S+1**: 2
**DFT total energy**: -14776.019 eV
**LUMO level (alpha / beta)**: 3.344 / 3.326 eV

```
30
Properties=species:S:1:pos:R:3:forces:R:3
C -3.7304 -0.2902 1.1348 0.4 0.1 0.5
C -2.2010 1.6414 0.5710 -0.4 0.2 0.3
C -2.7007 0.3988 0.2596 -1.1 -0.4 -0.9
C -1.3273 2.3911 -0.3087 -0.7 -0.9 0.7
C -1.0338 1.7320 -1.5116 0.3 0.4 -0.5
C -2.4418 -0.2206 -0.9983 0.6 0.6 0.3
C -1.5674 0.5132 -1.8687 0.7 -0.1 0.0
H -2.6310 2.1517 1.4346 0.2 -0.2 0.1
H -0.9061 3.3106 0.0597 0.2 0.2 -0.3
H -3.2285 -1.0200 1.7851 -0.1 0.2 0.3
H -4.4821 -0.8863 0.6153 0.1 0.2 -0.5
H -0.3815 2.2414 -2.2223 0.1 -0.2 0.0
H -2.8033 -1.2075 -1.2521 -0.1 0.0 0.1
H -1.1717 0.0718 -2.7764 -0.3 -0.1 -0.2
H -4.2762 0.4582 1.7159 0.1 -0.2 0.3
C 3.9917 0.7198 0.1647 -0.6 0.4 1.1
C 0.5868 -0.9049 0.8277 -0.8 -0.2 -0.3
C 1.5964 0.0696 0.8553 -0.6 -0.7 0.3
C 0.7789 -2.1294 0.2265 1.2 -0.6 -0.4
C 2.8237 -0.2482 0.3202 1.7 -0.9 -0.8
C 2.0214 -2.4258 -0.3485 -0.3 -0.5 0.7
C 3.0621 -1.5439 -0.2029 -0.6 1.2 -0.7
H -0.4515 -0.7455 1.1080 0.3 0.7 0.4
H 1.3909 1.0123 1.3368 0.0 0.3 -0.2
H 0.0438 -2.9226 0.1944 -0.4 0.4 0.0
H 2.1781 -3.3693 -0.8630 0.0 0.0 0.1
H 4.3162 1.0444 1.1612 -0.1 0.3 -0.1
H 3.6666 1.5916 -0.4050 0.1 0.1 0.1
H 3.9957 -1.7333 -0.7189 0.1 -0.1 0.2
H 4.8819 0.2998 -0.2944 -0.2 -0.3 -0.3
```
Forces are in eV/Å.

Löwdin atomic charge list, values in e, 5 entries: C -0.106; C -0.153; C -0.389; C -0.188; C -0.217


No. 5
Formula: C4H7NO2
Source: OMol25
Level of theory: wB97M-V/def2-TZVPD

Values from the calculation:
**E_HOMO**: -9.9 eV
**SMILES**: C[C@H](C=O)NC=O
**DFT total energy**: -9845.376 eV
**LUMO level**: 0.491 eV

```
14
Properties=species:S:1:pos:R:3:forces:R:3
C -0.9090 0.4784 -1.4183 -0.7 -4.0 -0.9
C 0.0580 -0.2309 -0.3775 0.2 -0.4 -1.3
C -0.5492 -1.5850 0.1962 -0.8 2.5 0.5
O -1.6360 -1.9182 -0.1511 -0.9 -1.0 -1.0
N 0.3844 0.6163 0.7430 1.1 -0.9 -1.3
C 1.5534 0.6855 1.3954 2.4 1.7 0.6
O 1.7176 1.1299 2.5336 -0.6 -1.0 -1.5
H -1.8942 0.7404 -1.0293 0.1 -0.3 0.2
H -0.4854 1.3352 -1.8201 1.1 1.7 -0.5
H -1.0904 -0.2537 -2.3729 0.4 1.6 2.5
H 0.9991 -0.4365 -0.9333 -0.4 0.0 0.5
H -0.2582 -1.9542 1.1883 1.3 -0.2 0.0
H -0.3206 0.8320 1.3431 -2.9 0.8 1.9
H 2.4305 0.5609 0.7029 -0.4 -0.6 0.5
```
Forces are in eV/Å.

Löwdin atomic charge list, values in e, 5 entries: C -0.042; C -0.295; C -0.194; O 0.064; N 0.047


No. 6
Formula: C8H11BrS2
Source: OMol25
Level of theory: wB97M-V/def2-TZVPD

Values from the calculation:
**E_HOMO**: -8.7 eV
**SMILES**: Brc1ccccc1.CSSC
**DFT total energy**: -100187.594 eV
**LUMO level**: 0.724 eV

```
22
Properties=species:S:1:pos:R:3:forces:R:3
Br -1.0499 -0.7137 2.3396 0.0 -0.1 0.1
C -0.6833 0.7836 1.2534 0.1 0.5 -0.2
C 0.4119 1.5921 1.5532 0.0 0.0 0.1
C 0.6761 2.6979 0.7444 0.2 0.1 0.1
C -0.1435 2.9887 -0.3463 0.0 0.1 -0.1
C -1.2351 2.1681 -0.6308 -0.1 0.0 -0.1
C -1.5134 1.0583 0.1677 -0.2 -0.1 0.1
H 1.0517 1.3557 2.4137 -0.3 0.1 -0.5
H 1.5370 3.3394 0.9743 -0.4 -0.3 -0.1
H 0.0700 3.8605 -0.9788 -0.1 -0.4 0.3
H -1.8844 2.3910 -1.4877 0.3 -0.1 0.4
H -2.3705 0.4071 -0.0489 0.5 0.4 0.1
C 1.2646 -0.5652 -1.0101 0.6 0.2 0.2
S -0.2237 -1.3283 -1.6917 0.1 0.0 0.0
S 0.2673 -3.3066 -1.6870 0.0 0.0 0.0
C -0.1579 -3.8002 -0.0026 -0.2 -0.1 0.6
H 1.1055 0.5262 -1.0096 0.0 -0.4 0.0
H 2.1514 -0.7912 -1.6257 -0.5 0.0 0.2
H 1.4619 -0.8925 0.0246 -0.2 0.1 -0.4
H 0.4482 -3.2694 0.7507 -0.2 -0.2 -0.4
H -1.2244 -3.6198 0.2131 0.5 -0.1 -0.2
H 0.0406 -4.8817 0.0846 0.0 0.4 -0.1
```
Forces are in eV/Å.

Löwdin atomic charge list, values in e, 5 entries: Br 0.756; C -0.724; C -0.145; C -0.095; C -0.098